Arrangement i

An isolated molecule of C2HNOS. Source: OMol25; level of theory: ωB97M-V with the def2-TZVPD basis set.

Last columns: bonded neighbours and bond lengths (Å).
Atoms and positions in Å:
1 C -1.329 -0.232 0.027  C2 1.343, N3 1.280, H6 1.062
2 C 0.011 -0.298 0.043  C1 1.343, N3 1.527, S5 2.066
3 N -0.976 -1.461 -0.027  C1 1.280, C2 1.527
4 O 2.339 1.444 0.084  S5 1.450
5 S 2.043 0.038 -0.116  C2 2.066, O4 1.450
6 H -2.088 0.510 -0.011  C1 1.062

Properties
Total charge: 0
Orbital gap (alpha / beta) in eV: 6.7 / 7.2

Arrangement ii

A cluster of 2 separate species, C2HNOS in total. Source: OMol25; level of theory: ωB97M-V with the def2-TZVPD basis set.

Last columns: bonded neighbours and bond lengths (Å).
Atoms and positions in Å:
1 C -0.222 0.960 -0.016  C2 1.501, N3 1.329, O4 1.172
2 C -0.619 -0.485 -0.101  C1 1.501, N3 1.346, S5 1.583
3 N 0.629 -0.022 -0.297  C1 1.329, C2 1.346
4 O -0.485 2.078 0.214  C1 1.172
5 S -1.618 -1.693 0.114  C2 1.583
6 H 2.315 -0.837 0.087  no bonds

Properties
Total charge: 0
Orbital gap (alpha / beta) in eV: 8.8 / 6.9

Arrangement iii

An isolated molecule of C2HNOS. Source: OMol25; level of theory: ωB97M-V with the def2-TZVPD basis set.

Last columns: bonded neighbours and bond lengths (Å).
Atoms and positions in Å:
1 C 1.033 1.071 -0.129  C2 1.672, N3 1.299, O4 1.188
2 C 2.622 0.593 -0.333  C1 1.672, S5 1.562
3 N 0.483 -0.097 -0.273  C1 1.299, H6 0.996
4 O 0.739 2.202 0.084  C1 1.188
5 S 3.552 -0.583 0.106  C2 1.562
6 H 1.079 -0.895 -0.319  N3 0.996

Properties
Total charge: 0
Orbital gap (alpha / beta) in eV: 7.8 / 7.8

Stability, lowest: arrangement i

Arrangement i

The ion C4H6NS with charge +1. Source: OMol25; level of theory: ωB97M-V with the def2-TZVPD basis set.

Last columns: bonded neighbours and bond lengths (Å).
Atoms and positions in Å:
1 C 0.591 1.302 0.064  C2 1.372, N5 1.375, H7 1.038
2 C -0.506 1.344 -0.760  C1 1.372, S6 1.830, H8 1.101
3 C 0.218 -1.064 0.388  C4 1.616, N5 1.621, H9 1.137, H10 1.195
4 C -1.192 -1.267 -0.375  C3 1.616, S6 1.634, H11 1.065
5 N 1.090 0.243 0.786  C1 1.375, C3 1.621, H12 1.028
6 S -1.774 0.072 -1.108  C2 1.830, C4 1.634
7 H 1.129 2.190 0.054  C1 1.038
8 H -0.700 2.216 -1.404  C2 1.101
9 H 0.225 -1.745 1.299  C3 1.137
10 H 1.064 -1.647 -0.222  C3 1.195
11 H -1.501 -2.286 -0.418  C4 1.065
12 H 1.356 0.642 1.695  N5 1.028

Properties
Total charge: +1
Orbital gap in eV: 7.2

Arrangement ii

The ion C4H6NS with charge +1. Source: OMol25; level of theory: ωB97M-V with the def2-TZVPD basis set.

Last columns: bonded neighbours and bond lengths (Å).
Atoms and positions in Å:
1 C 0.232 -0.039 -0.403  C2 1.479, C3 1.527, N5 1.208
2 C 0.801 1.234 0.092  C1 1.479, C3 1.510, H7 1.068, H8 1.195
3 C 1.021 0.858 -1.353  C1 1.527, C2 1.510, H9 1.033, H10 1.164
4 C -1.111 -1.459 0.863  N5 1.392, S6 1.747, H11 1.081, H12 1.088
5 N -0.459 -1.023 -0.286  C1 1.208, C4 1.392
6 S -2.429 -0.439 1.390  C4 1.747
7 H 0.225 2.079 0.400  C2 1.068
8 H 1.718 1.034 0.832  C2 1.195
9 H 1.770 0.285 -1.776  C3 1.033
10 H 0.308 1.454 -2.054  C3 1.164
11 H -1.658 -2.357 0.611  C4 1.081
12 H -0.419 -1.627 1.685  C4 1.088

Properties
Total charge: +1
Orbital gap (alpha / beta) in eV: 6.1 / 7.5

Stability, lowest: arrangement ii

Arrangement i

A cluster of 2 separate species, C5H9FO2 in total. Source: OMol25; level of theory: ωB97M-V with the def2-TZVPD basis set.

Last columns: bonded neighbours and bond lengths (Å).
Atoms and positions in Å:
1 C -0.393 1.200 0.335  C2 1.636, C5 1.504, H7 1.123, O15 1.401
2 C 0.678 0.361 1.243  C1 1.636, C3 1.539, H8 1.159, H9 1.129
3 C 1.280 -0.701 0.307  C2 1.539, C4 1.632, H10 1.170, F17 1.362
4 C 0.107 -0.972 -0.795  C3 1.632, C5 1.597, H11 1.229, H12 1.175
5 C -1.022 0.117 -0.496  C1 1.504, C4 1.597, H13 1.113, O16 1.463
6 H 0.515 1.594 -1.638  no bonds
7 H -1.102 1.657 1.076  C1 1.123
8 H 0.115 -0.344 1.970  C2 1.159
9 H 1.567 0.916 1.663  C2 1.129
10 H 1.585 -1.791 0.608  C3 1.170
11 H 0.881 -0.899 -1.746  C4 1.229
12 H -0.551 -1.945 -0.778  C4 1.175
13 H -1.604 0.490 -1.369  C5 1.113
14 H -2.528 -1.309 -0.055  O16 1.027
15 O 0.103 2.259 -0.436  C1 1.401
16 O -1.972 -0.565 0.383  C5 1.463, H14 1.027
17 F 2.340 -0.069 -0.270  C3 1.362

Properties
Total charge: 0
Orbital gap in eV: 10.0

Arrangement ii

A cluster of 2 separate species, C5H9FO2 in total. Source: OMol25; level of theory: ωB97M-V with the def2-TZVPD basis set.

Last columns: bonded neighbours and bond lengths (Å).
Atoms and positions in Å:
1 C -1.988 -0.283 -0.044  C2 1.514, H6 1.020, H7 1.271, H8 1.085
2 C -0.647 -0.803 -0.519  C1 1.514, C3 1.559, H9 1.207, O15 1.332
3 C 0.291 0.432 -0.363  C2 1.559, C4 1.591, C5 1.515, O16 1.394
4 C 1.134 0.517 0.984  C3 1.591, C5 1.537, H12 1.164, H13 1.116
5 C 1.798 0.284 -0.383  C3 1.515, C4 1.537, H14 1.059, F17 1.322
6 H -2.710 -0.995 -0.155  C1 1.020
7 H -2.327 0.405 -1.058  C1 1.271
8 H -1.977 0.094 0.974  C1 1.085
9 H -0.627 -0.778 -1.725  C2 1.207
10 H 0.639 -2.349 -0.173  O15 1.060
11 H -0.106 2.410 0.878  no bonds
12 H 0.976 -0.407 1.673  C4 1.164
13 H 1.240 1.453 1.583  C4 1.116
14 H 2.448 1.103 -0.551  C5 1.059
15 O -0.211 -1.837 0.199  C2 1.332, H10 1.060
16 O -0.386 1.598 -0.718  C3 1.394
17 F 2.452 -0.844 -0.604  C5 1.322

Properties
Total charge: 0
Orbital gap in eV: 7.4

Stability, lowest: arrangement ii

Arrangement i

A cluster of 4 separate species, C3H13NO3 in total. Source: OMol25; level of theory: ωB97M-V with the def2-TZVPD basis set.

Last columns: bonded neighbours and bond lengths (Å).
Atoms and positions in Å:
1 C 2.148 -0.217 -1.632  C2 1.345, H5 1.078, H6 1.110
2 C 2.126 -0.396 -0.299  C1 1.345, N3 1.426, H7 1.072
3 N 0.843 -0.152 0.275  C2 1.426, C4 1.455, H8 1.013
4 C 0.898 0.740 1.424  N3 1.455, H9 1.067, H10 1.098, H11 1.126
5 H 1.262 0.247 -2.035  C1 1.078
6 H 2.816 -0.798 -2.301  C1 1.110
7 H 2.951 -0.563 0.365  C2 1.072
8 H 0.289 0.264 -0.463  N3 1.013
9 H -0.006 0.512 1.943  C4 1.067
10 H 1.078 1.793 1.171  C4 1.098
11 H 1.640 0.429 2.211  C4 1.126
12 H -1.232 -2.283 1.797  O14 0.959
13 H -0.437 -1.185 0.875  O14 0.969
14 O -1.266 -1.471 1.288  H12 0.959, H13 0.969
15 H -0.999 2.245 -0.484  O17 1.028
16 H -1.655 1.111 -1.152  O17 1.031
17 O -0.807 1.675 -1.318  H15 1.028, H16 1.031
18 H -2.705 -0.927 -0.058  O20 1.005
19 H -3.794 -0.807 -0.994  O20 0.955
20 O -3.151 -0.215 -0.611  H18 1.005, H19 0.955

Properties
<S²>: 0.77
Multiplicity: 2
Total charge: +1
Orbital gap (alpha / beta) in eV: 10.3 / 6.5

Arrangement ii

A cluster of 4 separate species, C3H13NO3 in total. Source: OMol25; level of theory: ωB97M-V with the def2-TZVPD basis set.

Last columns: bonded neighbours and bond lengths (Å).
Atoms and positions in Å:
1 C -1.540 -1.775 0.676  C2 1.506, H5 1.065, H6 1.119, H7 1.109
2 C -0.865 -0.703 -0.140  C1 1.506, C3 1.350, N4 1.472
3 C -1.323 0.099 -1.124  C2 1.350, H8 1.084, H9 1.074
4 N 0.588 -0.757 0.087  C2 1.472, H10 1.025, H11 1.044
5 H -0.854 -2.579 0.813  C1 1.065
6 H -2.477 -2.179 0.216  C1 1.119
7 H -1.843 -1.412 1.680  C1 1.109
8 H -0.781 0.884 -1.638  C3 1.084
9 H -2.334 0.347 -1.390  C3 1.074
10 H 0.992 -1.167 0.935  N4 1.025
11 H 1.103 0.127 -0.117  N4 1.044
12 H 1.939 2.557 0.350  O14 0.934
13 H 0.947 2.695 -0.779  O14 0.862
14 O 1.565 2.207 -0.431  H12 0.934, H13 0.862
15 H -0.356 2.118 3.051  O17 0.968
16 H 1.118 1.648 2.994  O17 0.992
17 O 0.538 2.442 2.869  H15 0.968, H16 0.992
18 H 1.322 -1.070 -3.288  O20 0.960
19 H 1.055 -1.579 -1.943  O20 0.951
20 O 1.208 -1.903 -2.824  H18 0.960, H19 0.951

Properties
<S²>: 0.77
Multiplicity: 2
Total charge: +1
Orbital gap (alpha / beta) in eV: 10.8 / 6.7

Stability, lowest: arrangement i

Arrangement i

A cluster of 2 separate species, C2H8NO in total. Source: OMol25; level of theory: ωB97M-V with the def2-TZVPD basis set.

Last columns: bonded neighbours and bond lengths (Å).
Atoms and positions in Å:
1 O -1.674 0.081 1.654  H2 0.967
2 H -2.556 0.032 2.047  O1 0.967
3 C 1.496 -0.971 -0.532  C4 1.583, H6 1.085, H7 1.086, H8 1.089
4 C 0.293 -0.092 -1.064  C3 1.583, N5 1.426, H9 1.101, H10 1.093
5 N -0.019 1.032 -0.244  C4 1.426, H11 1.052, H12 1.003
6 H 1.343 -0.921 0.541  C3 1.085
7 H 1.500 -1.918 -1.063  C3 1.086
8 H 2.388 -0.411 -0.806  C3 1.089
9 H 0.466 0.178 -2.118  C4 1.101
10 H -0.588 -0.737 -1.111  C4 1.093
11 H -0.696 0.770 0.518  N5 1.052
12 H 0.780 1.534 0.096  N5 1.003

Properties
Total charge: -1
Orbital gap in eV: 7.3

Arrangement ii

A cluster of 2 separate species, C2H8NO in total. Source: OMol25; level of theory: ωB97M-V with the def2-TZVPD basis set.

Last columns: bonded neighbours and bond lengths (Å).
Atoms and positions in Å:
1 O 0.664 2.229 -1.345  H2 0.949
2 H -0.042 2.673 -1.799  O1 0.949
3 C -0.394 -1.081 1.614  N4 1.471, H6 1.088, H7 1.090, H8 1.109
4 N -0.533 -0.230 0.423  C3 1.471, C5 1.490, H9 1.019
5 C 0.131 -1.019 -0.653  N4 1.490, H10 1.108, H11 1.090, H12 1.081
6 H -0.961 -0.656 2.440  C3 1.088
7 H -0.647 -2.124 1.424  C3 1.090
8 H 0.660 -1.145 1.952  C3 1.109
9 H 0.048 0.593 0.573  N4 1.019
10 H 1.167 -1.161 -0.285  C5 1.108
11 H 0.352 -0.399 -1.522  C5 1.090
12 H -0.373 -1.967 -0.773  C5 1.081

Properties
Total charge: -1
Orbital gap in eV: 6.3

Stability, lowest: arrangement ii

Arrangement i

An isolated molecule of C4H5OP. Source: OMol25; level of theory: ωB97M-V with the def2-TZVPD basis set.

Last columns: bonded neighbours and bond lengths (Å).
Atoms and positions in Å:
1 C 1.024 -1.913 0.392  C2 1.259, H7 1.121
2 C -0.101 -1.901 -0.172  C1 1.259, C3 1.553, H8 1.107
3 C -1.465 -1.348 0.322  C2 1.553, O5 1.389, P6 1.800
4 C -0.533 1.246 0.073  P6 1.796, H9 1.016, H10 1.083, H11 1.183
5 O -2.299 -0.817 -0.653  C3 1.389, P6 1.702
6 P -2.014 0.351 0.553  C3 1.800, C4 1.796, O5 1.702
7 H 1.544 -1.680 1.358  C1 1.121
8 H -0.263 -2.251 -1.209  C2 1.107
9 H 0.082 1.427 0.862  C4 1.016
10 H -0.836 2.252 -0.191  C4 1.083
11 H 0.024 0.763 -0.852  C4 1.183

Properties
Total charge: 0
Orbital gap (alpha / beta) in eV: 8.5 / 7.7

Arrangement ii

A cluster of 2 separate species, C4H5OP in total. Source: OMol25; level of theory: ωB97M-V with the def2-TZVPD basis set.

Last columns: bonded neighbours and bond lengths (Å).
Atoms and positions in Å:
1 C -0.468 -0.494 -0.956  C2 1.518, C3 1.335, H7 1.037
2 C 0.845 -0.504 -0.195  C1 1.518, C4 1.308, H8 1.120
3 C -1.660 -0.557 -0.357  C1 1.335, H9 1.079
4 C 1.508 0.509 0.301  C2 1.308, P6 1.902, H10 1.076
5 O 0.611 2.285 2.046  P6 1.464
6 P 0.178 1.798 0.735  C4 1.902, O5 1.464
7 H -0.618 -0.735 -1.954  C1 1.037
8 H 1.256 -1.542 -0.286  C2 1.120
9 H -2.551 -0.750 -0.933  C3 1.079
10 H 2.518 0.210 0.520  C4 1.076
11 H -1.617 -0.219 1.079  no bonds

Properties
Total charge: 0
Orbital gap in eV: 8.8

Stability, lowest: arrangement i